Entry 1:
A cluster of 7 separate species, C43H37FO29S in total, computed with ωB97M-V/def2-TZVPD.

```
111
Properties=species:S:1:pos:R:3:lowdin_charge:R:1
C 4.09 -3.96 8.02 0.04
C 3.26 -3.24 7.00 -0.50
O 3.37 -3.43 5.80 0.09
O 2.41 -2.37 7.55 0.01
C 2.01 -1.26 6.73 -0.13
C 3.18 -0.33 6.42 -0.15
C 2.90 1.15 6.71 -0.18
C 4.08 1.83 7.41 -0.17
C 5.34 1.84 6.56 -0.21
O 6.51 1.59 7.40 -0.34
S 7.53 0.46 6.94 0.98
O 7.62 0.49 5.50 -0.37
O 6.50 -0.90 7.14 -0.25
F 6.51 -1.10 8.56 -0.12
H 3.49 -4.71 8.52 0.09
H 4.45 -3.27 8.77 0.08
H 4.93 -4.44 7.53 0.09
H 1.58 -1.66 5.81 0.10
H 1.20 -0.76 7.26 0.12
H 4.05 -0.64 6.99 0.10
H 3.44 -0.43 5.37 0.10
H 2.75 1.68 5.77 0.12
H 2.02 1.28 7.34 0.11
H 3.81 2.85 7.69 0.11
H 4.30 1.31 8.34 0.12
H 5.29 1.14 5.73 0.10
H 5.50 2.82 6.12 0.13
C 0.12 -1.54 1.77 0.07
C 0.42 -0.76 0.73 -0.22
C 1.81 -0.22 0.51 -0.31
O 1.99 0.47 -0.48 0.11
C 2.84 -0.56 1.48 0.08
C 2.54 -1.35 2.52 -0.24
C 1.15 -1.89 2.73 -0.32
O 0.95 -2.60 3.70 0.10
O 3.43 -1.70 3.43 0.10
O -0.47 -0.41 -0.20 0.07
H -0.87 -1.93 1.93 0.14
H 3.83 -0.16 1.31 0.14
H 2.98 -2.30 4.07 0.08
H 0.01 0.13 -0.85 0.11
C -2.59 -5.60 -0.26 0.08
C -1.39 -5.12 0.08 -0.23
C -0.50 -4.42 -0.92 -0.30
O 0.57 -4.01 -0.50 0.10
C -0.96 -4.29 -2.29 0.08
C -2.16 -4.77 -2.63 -0.24
C -3.06 -5.45 -1.63 -0.31
O -4.15 -5.84 -2.02 0.11
O -2.66 -4.69 -3.85 0.12
O -0.88 -5.21 1.30 0.12
H -3.24 -6.10 0.45 0.14
H -0.31 -3.79 -2.99 0.14
H -3.54 -5.11 -3.81 0.12
H -0.01 -4.78 1.28 0.10
C 3.33 -5.83 3.51 0.09
C 4.05 -6.94 3.73 -0.23
C 4.72 -7.69 2.62 -0.31
O 5.37 -8.68 2.91 0.11
C 4.55 -7.22 1.25 0.08
C 3.82 -6.11 1.03 -0.23
C 3.18 -5.35 2.15 -0.28
O 2.56 -4.34 1.85 0.10
O 3.60 -5.61 -0.18 0.12
O 4.25 -7.45 4.94 0.12
H 2.85 -5.27 4.30 0.12
H 5.02 -7.78 0.46 0.14
H 3.04 -4.82 -0.06 0.11
H 4.81 -8.24 4.81 0.12
C -3.46 3.01 -2.32 0.08
C -2.77 1.89 -2.04 -0.22
C -2.05 1.11 -3.11 -0.30
O -1.43 0.12 -2.79 0.11
C -2.13 1.59 -4.48 0.08
C -2.82 2.71 -4.76 -0.22
C -3.52 3.49 -3.68 -0.30
O -4.11 4.50 -4.03 0.09
O -2.94 3.21 -5.98 0.10
O -2.69 1.40 -0.81 0.12
H -3.99 3.57 -1.56 0.14
H -1.62 1.02 -5.25 0.14
H -3.47 4.03 -5.89 0.11
H -2.15 0.59 -0.83 0.09
C 0.08 4.80 -9.56 0.07
C -0.97 4.78 -8.73 -0.23
C -1.13 5.80 -7.63 -0.30
O -2.12 5.75 -6.92 0.10
C -0.09 6.80 -7.46 0.08
C 0.96 6.81 -8.29 -0.24
C 1.11 5.81 -9.40 -0.32
O 2.09 5.91 -10.12 0.11
O 1.95 7.69 -8.20 0.12
O -1.94 3.88 -8.83 0.12
H 0.20 4.08 -10.36 0.14
H -0.21 7.51 -6.66 0.14
H 2.57 7.47 -8.92 0.12
H -2.56 4.05 -8.11 0.10
C -8.83 5.01 -2.93 0.07
C -7.78 4.73 -3.71 -0.23
C -7.73 5.14 -5.16 -0.31
O -6.74 4.86 -5.80 0.11
C -8.88 5.85 -5.72 0.07
C -9.93 6.12 -4.93 -0.24
C -9.96 5.73 -3.48 -0.32
O -10.95 6.03 -2.84 0.10
O -11.01 6.76 -5.36 0.12
O -6.71 4.08 -3.29 0.10
H -8.87 4.72 -1.89 0.13
H -8.84 6.13 -6.76 0.13
H -11.60 6.83 -4.59 0.12
H -6.08 4.05 -4.04 0.08
```

The calculation puts the HOMO-LUMO gap at 7.86 eV. The net charge is 0. The calculation puts the LUMO energy at -1.68 eV.

Entry 2:
A structure of composition C43H37N2PPdSSi, computed with ωB97M-V/def2-TZVPD.

```
86
Properties=species:S:1:pos:R:3:mulliken_spin:R:1
Pd -0.47 0.70 -0.45 1.50
C -3.55 -3.44 -4.52 0.02
C -3.68 -3.84 -3.20 -0.01
C -2.91 -3.24 -2.21 0.03
C -2.01 -2.23 -2.55 0.04
C -1.89 -1.83 -3.88 0.03
C -2.66 -2.43 -4.86 -0.01
P -0.96 -1.47 -1.31 0.14
C -1.38 -2.18 0.29 -0.07
C -2.57 -1.73 0.89 0.17
C -2.98 -2.26 2.10 0.01
C -2.21 -3.24 2.72 0.02
C -1.03 -3.68 2.14 0.01
C -0.61 -3.15 0.93 0.03
C 0.74 -2.00 -1.68 0.07
C 1.05 -3.29 -2.10 -0.03
C 2.38 -3.67 -2.28 0.04
C 3.40 -2.76 -2.04 0.13
C 3.11 -1.45 -1.66 -0.01
C 4.13 -0.49 -1.43 0.25
C 3.81 0.82 -1.09 0.07
C 2.49 1.22 -0.99 0.13
C 1.43 0.30 -1.13 0.47
C 1.76 -1.05 -1.49 0.14
H -4.16 -3.90 -5.28 0.00
H -4.37 -4.63 -2.94 0.00
H -3.01 -3.56 -1.18 0.00
H -1.18 -1.06 -4.16 0.00
H -2.56 -2.12 -5.89 0.00
H -3.17 -0.97 0.40 0.01
H -3.89 -1.91 2.56 0.00
H -2.53 -3.65 3.67 0.00
H -0.43 -4.44 2.63 0.00
H 0.31 -3.50 0.49 0.00
H 0.26 -4.00 -2.28 0.00
H 2.61 -4.68 -2.59 0.00
H 4.43 -3.07 -2.16 0.00
H 5.16 -0.79 -1.54 -0.01
H 4.61 1.53 -0.91 0.00
H 2.25 2.25 -0.75 0.03
C 1.60 -2.55 4.07 0.03
C 2.17 -2.05 2.91 0.00
C 1.62 -0.95 2.28 0.05
C 0.48 -0.32 2.80 0.15
C -0.10 -0.85 3.95 0.03
C 0.47 -1.94 4.59 -0.01
Si -0.15 1.25 2.01 -0.32
C -1.77 1.84 2.72 0.14
C -2.98 1.82 2.04 0.09
C -4.15 2.27 2.62 0.04
C -4.12 2.76 3.92 0.00
C -2.92 2.80 4.62 0.01
C -1.76 2.36 4.02 0.00
C 1.21 2.52 1.96 0.10
C 2.40 2.31 2.67 0.06
C 3.40 3.27 2.68 -0.01
C 3.24 4.45 1.98 0.03
C 2.06 4.68 1.27 -0.02
C 1.06 3.72 1.26 0.04
H 2.04 -3.40 4.58 0.00
H 3.07 -2.52 2.51 0.00
H 2.11 -0.55 1.40 0.00
H -0.99 -0.39 4.37 0.00
H 0.02 -2.32 5.50 0.00
H -3.02 1.44 1.01 -0.04
H -5.08 2.25 2.07 0.00
H -5.03 3.11 4.39 0.00
H -2.90 3.19 5.63 0.00
H -0.83 2.42 4.58 0.00
H 2.54 1.39 3.23 0.00
H 4.30 3.10 3.25 0.00
H 4.02 5.20 2.00 0.00
H 1.93 5.61 0.74 0.00
H 0.14 3.93 0.72 0.01
S -1.09 2.64 -1.70 0.30
C -0.12 2.76 -3.10 0.02
N 0.45 3.89 -3.50 0.02
C 1.21 3.72 -4.74 0.00
C 0.76 2.31 -5.20 0.00
N 0.13 1.78 -3.98 0.02
H 0.42 4.73 -2.95 0.00
H 2.28 3.76 -4.54 0.00
H 0.95 4.49 -5.47 0.00
H 1.59 1.69 -5.51 0.00
H 0.02 2.36 -6.00 0.00
H -0.40 0.93 -3.94 0.01
```

The calculation puts the HOMO-LUMO gap (alpha / beta) at 6.00 / 4.67 eV. The net charge is +2. The multiplicity is 5. The calculation puts the LUMO energy (alpha / beta) at -6.05 / -8.79 eV.

Entry 3:
A structure of composition C43H38BiClN2P2S at a distorted geometry, computed with ωB97M-V/def2-TZVPD.

```
88
Properties=species:S:1:pos:R:3:lowdin_charge:R:1
Bi 0.38 -0.08 -1.40 1.26
Cl -0.90 -0.37 -3.57 -0.01
P -0.34 2.66 -0.60 0.98
P -0.34 -2.67 -0.49 0.96
C -0.26 3.50 1.02 -0.37
C -1.86 3.31 -1.36 -0.39
C 1.08 3.38 -1.49 -0.41
C 1.21 -3.56 -0.91 -0.38
C -0.87 -3.41 1.09 -0.36
C -1.62 -3.20 -1.67 -0.44
C 0.86 4.25 1.43 -0.07
C 0.93 4.76 2.73 -0.05
C -0.12 4.56 3.62 -0.05
C -1.27 3.87 3.20 -0.06
C -1.34 3.35 1.91 -0.11
H 1.66 4.46 0.72 0.10
H 1.81 5.32 3.03 0.12
H -0.07 4.95 4.64 0.12
H -2.12 3.75 3.87 0.12
H -2.24 2.80 1.59 0.12
C 2.37 2.94 -1.15 -0.16
C 3.45 3.27 -1.97 -0.07
C 3.25 4.09 -3.09 -0.05
C 1.97 4.58 -3.38 -0.04
C 0.88 4.23 -2.58 -0.05
H 2.51 2.30 -0.27 0.09
H 4.45 2.90 -1.72 0.12
H 4.10 4.35 -3.73 0.12
H 1.81 5.24 -4.22 0.12
H -0.12 4.59 -2.81 0.11
C -2.35 4.58 -1.02 -0.08
C -3.55 5.03 -1.56 -0.05
C -4.29 4.21 -2.44 -0.04
C -3.79 2.95 -2.78 -0.06
C -2.59 2.50 -2.25 -0.12
H -1.82 5.20 -0.30 0.12
H -3.92 6.01 -1.29 0.12
H -5.24 4.56 -2.84 0.12
H -4.35 2.31 -3.47 0.12
H -2.22 1.51 -2.51 0.00
C -2.12 -4.04 1.23 -0.06
C -2.53 -4.52 2.47 -0.05
C -1.70 -4.37 3.59 -0.04
C -0.43 -3.79 3.45 -0.06
C 0.00 -3.33 2.21 -0.11
H -2.77 -4.14 0.36 0.11
H -3.49 -5.01 2.56 0.12
H -2.04 -4.72 4.57 0.12
H 0.23 -3.70 4.31 0.12
H 0.99 -2.89 2.09 0.11
C 2.12 -3.01 -1.83 -0.15
C 3.42 -3.50 -1.89 -0.07
C 3.75 -4.69 -1.23 -0.04
C 2.77 -5.36 -0.48 -0.03
C 1.51 -4.78 -0.30 -0.07
H 1.80 -2.22 -2.54 0.06
H 4.17 -2.98 -2.50 0.12
H 4.74 -5.13 -1.34 0.12
H 2.97 -6.32 -0.02 0.12
H 0.75 -5.29 0.30 0.12
C -1.40 -4.31 -2.50 -0.07
C -2.33 -4.63 -3.48 -0.05
C -3.48 -3.85 -3.65 -0.04
C -3.72 -2.76 -2.80 -0.07
C -2.80 -2.44 -1.81 -0.17
H -0.49 -4.90 -2.37 0.11
H -2.15 -5.49 -4.12 0.12
H -4.20 -4.10 -4.43 0.12
H -4.62 -2.16 -2.91 0.12
H -2.98 -1.57 -1.17 0.11
H 2.44 -0.03 -2.32 0.04
H 1.76 0.02 -2.80 -0.06
N 3.68 -0.26 0.13 0.10
C 2.87 -0.18 1.22 -0.70
N 1.55 -0.01 1.23 -0.02
C 1.08 0.15 2.55 -0.33
C -0.26 0.22 2.98 -0.04
C -0.55 0.34 4.34 -0.07
C 0.48 0.35 5.30 -0.06
C 1.81 0.24 4.89 -0.07
C 2.10 0.14 3.53 -0.45
S 3.67 -0.17 2.78 1.12
H 4.64 -0.47 0.35 0.10
H 3.35 -0.57 -0.78 0.04
H -1.06 0.16 2.23 0.11
H -1.59 0.43 4.66 0.11
H 0.23 0.41 6.36 0.12
H 2.63 0.20 5.62 0.12
```

The calculation puts the HOMO-LUMO gap at 6.43 eV. The net charge is +2. The calculation puts the LUMO energy at -6.97 eV.

Entry 4:
A structure of composition C43H38BrClN4P2PdS2 at a distorted geometry, computed with ωB97M-V/def2-TZVPD.

```
92
Properties=species:S:1:pos:R:3:lowdin_charge:R:1
Pd -0.78 -1.21 -0.26 0.46
C -3.11 0.17 -2.02 -0.09
C -3.32 0.17 -0.53 -0.60
N -2.50 -0.47 0.29 -0.17
C -2.82 -0.57 1.63 -0.29
C -4.06 0.08 1.78 -0.39
S -4.72 0.78 0.39 1.00
C -2.11 -1.41 2.59 -0.31
C -2.40 -1.30 3.96 -0.39
S -1.75 -2.55 4.89 1.03
C -1.04 -3.22 3.42 -0.60
N -1.24 -2.48 2.32 0.08
C -0.33 -4.51 3.56 -0.11
H -3.96 -0.38 -2.41 0.07
H -2.19 -0.31 -2.38 0.05
H -3.14 1.21 -2.38 0.07
H -4.65 0.16 2.70 0.07
H -3.13 -0.58 4.37 0.07
H -0.88 -5.21 4.23 0.09
H 0.65 -4.38 4.03 0.08
H -0.16 -4.98 2.59 0.01
Br 0.40 -7.11 0.76 0.70
C -1.35 -6.76 -0.01 -0.70
C -1.83 -7.65 -1.00 -0.13
C -3.14 -7.52 -1.43 -0.07
C -3.90 -6.40 -1.00 -0.07
C -3.31 -5.51 -0.10 -0.11
N -2.08 -5.75 0.47 0.05
H -1.22 -8.50 -1.26 0.09
H -3.68 -8.32 -2.02 0.13
H -4.89 -6.21 -1.39 0.10
H -3.81 -4.63 0.28 0.10
C 0.05 2.24 -0.82 -0.49
P 0.73 0.66 -0.24 0.91
C 1.84 0.40 -1.59 -0.39
C 3.13 0.94 -1.45 -0.11
C 4.07 0.72 -2.45 -0.09
C 3.70 0.22 -3.70 -0.08
C 2.34 -0.14 -3.91 -0.09
C 1.43 -0.06 -2.87 -0.10
C 1.55 0.76 1.40 -0.37
C 0.89 1.45 2.43 -0.13
C 1.45 1.52 3.70 -0.10
C 2.65 0.93 4.03 -0.09
C 3.30 0.24 3.00 -0.09
C 2.78 0.12 1.71 -0.10
P -0.69 3.58 0.26 1.04
C -1.42 4.54 -1.14 -0.40
C -2.79 4.81 -1.11 -0.12
C -3.30 5.77 -1.95 -0.08
C -2.44 6.37 -2.93 -0.09
C -1.15 5.91 -3.09 -0.09
C -0.62 4.98 -2.19 -0.09
C 0.80 4.59 0.57 -0.39
C 0.75 5.98 0.68 -0.10
C 1.90 6.69 1.06 -0.09
C 3.09 6.03 1.42 -0.08
C 3.14 4.63 1.22 -0.08
C 2.03 3.95 0.79 -0.11
H -0.75 1.94 -1.50 0.03
H 0.82 2.62 -1.51 0.05
H 3.37 1.49 -0.53 0.09
H 5.12 0.88 -2.19 0.10
H 4.47 0.23 -4.52 0.11
H 2.03 -0.48 -4.88 0.10
H 0.37 -0.34 -3.01 0.10
H -0.07 1.97 2.25 0.07
H 0.86 2.00 4.47 0.10
H 3.07 1.00 5.04 0.10
H 4.24 -0.29 3.14 0.10
H 3.41 -0.35 0.98 0.09
H -3.37 4.31 -0.35 0.09
H -4.35 6.10 -1.89 0.11
H -2.88 7.16 -3.55 0.10
H -0.56 6.33 -3.92 0.11
H 0.41 4.66 -2.27 0.10
H -0.15 6.54 0.47 0.10
H 1.77 7.78 1.06 0.10
H 3.97 6.57 1.81 0.10
H 4.08 4.08 1.41 0.11
H 2.12 2.88 0.64 0.05
Cl 1.61 -4.51 -3.72 0.69
C 1.69 -3.98 -2.11 -0.69
C 2.69 -4.28 -1.20 -0.10
C 2.59 -3.72 0.10 -0.08
C 1.49 -2.99 0.50 -0.13
N 0.57 -2.65 -0.45 -0.14
C 0.60 -3.16 -1.67 -0.21
H 3.48 -4.99 -1.42 0.11
H 3.41 -3.82 0.80 0.10
H 1.27 -2.61 1.50 0.10
H -0.18 -2.89 -2.38 0.09
```

The calculation puts the HOMO-LUMO gap (alpha / beta) at 5.25 / 5.24 eV. The net charge is 0. The calculation puts the LUMO energy (alpha / beta) at 0.52 / 0.52 eV.

Entry 5:
A structure of composition C43H38FIrN6O3P2Se2, computed with ωB97M-V/def2-TZVPD.

```
96
Properties=species:S:1:pos:R:3:lowdin_charge:R:1
Ir -0.03 0.08 -0.29 1.10
F 6.48 -0.27 -2.38 0.08
C 6.05 -0.32 -1.11 -0.18
C 4.71 -0.28 -0.88 0.10
C 4.22 -0.27 0.43 -0.04
C 2.79 -0.20 0.68 -0.27
O 2.00 -0.20 -0.31 -0.19
C 2.38 -0.13 2.02 -0.02
C 3.33 -0.17 3.01 0.07
N 4.64 -0.28 2.80 0.03
C 5.55 -0.33 3.93 -0.25
C 6.29 -1.61 4.21 -0.09
C 5.18 -1.16 5.12 -0.07
C 5.13 -0.30 1.49 -0.10
C 6.50 -0.37 1.24 0.07
C 7.00 -0.38 -0.06 -0.12
N 8.38 -0.46 -0.28 -0.09
C 9.29 0.36 0.50 -0.12
C 10.45 -0.52 0.99 -0.06
N 10.65 -1.62 -0.03 0.06
C 10.43 -1.10 -1.42 -0.07
C 8.94 -0.79 -1.59 -0.12
C 0.96 -0.10 2.49 -0.54
O 0.72 -0.06 3.67 0.12
O -0.03 -0.20 1.62 -0.18
H 4.02 -0.23 -1.71 0.15
H 3.00 -0.13 4.04 0.16
H 6.06 0.61 4.10 0.16
H 7.30 -1.54 4.57 0.11
H 6.08 -2.45 3.56 0.12
H 5.43 -0.76 6.09 0.12
H 4.25 -1.72 5.08 0.12
H 7.19 -0.45 2.07 0.11
H 8.79 0.80 1.35 0.13
H 9.68 1.19 -0.10 0.14
H 10.23 -1.01 1.94 0.14
H 11.38 0.03 1.07 0.14
H 9.96 -2.36 0.14 0.19
H 11.58 -2.04 0.07 0.19
H 10.77 -1.85 -2.14 0.14
H 11.07 -0.22 -1.52 0.14
H 8.43 -1.66 -1.99 0.14
H 8.85 0.02 -2.32 0.14
Se -5.36 1.88 2.56 0.35
P -5.67 1.24 0.59 0.51
C -6.24 2.51 -0.56 -0.38
C -7.01 3.56 -0.05 -0.11
C -7.51 4.53 -0.90 -0.06
C -7.25 4.47 -2.26 -0.06
C -6.50 3.42 -2.78 -0.07
C -5.99 2.44 -1.93 -0.10
C -6.81 -0.14 0.41 -0.35
C -7.75 -0.18 -0.61 -0.07
C -8.63 -1.26 -0.70 -0.07
C -8.55 -2.29 0.22 -0.07
C -7.61 -2.25 1.24 -0.06
C -6.74 -1.18 1.34 -0.10
C -4.10 0.62 -0.10 -0.38
C -2.86 1.21 -0.29 -0.42
N -2.00 0.18 -0.53 -0.29
N -2.67 -0.97 -0.50 -0.02
N -3.92 -0.72 -0.26 0.05
P -2.15 2.84 -0.41 0.80
Se 0.05 2.41 -0.43 0.55
C -2.61 3.96 0.89 -0.37
C -1.84 4.04 2.06 -0.09
C -2.26 4.87 3.08 -0.05
C -3.42 5.62 2.95 -0.04
C -4.19 5.53 1.79 -0.06
C -3.79 4.69 0.77 -0.11
C -2.51 3.56 -2.02 -0.37
C -2.58 4.94 -2.20 -0.07
C -2.77 5.45 -3.48 -0.05
C -2.87 4.59 -4.56 -0.05
C -2.78 3.21 -4.38 -0.06
C -2.60 2.70 -3.11 -0.09
H -7.19 3.61 1.02 0.08
H -8.11 5.34 -0.50 0.11
H -7.65 5.22 -2.92 0.11
H -6.31 3.36 -3.84 0.11
H -5.43 1.61 -2.34 0.11
H -7.82 0.62 -1.33 0.10
H -9.37 -1.28 -1.49 0.11
H -9.24 -3.12 0.15 0.11
H -7.56 -3.06 1.96 0.11
H -6.02 -1.13 2.14 0.09
H -0.94 3.45 2.16 0.08
H -1.67 4.93 3.99 0.11
H -3.74 6.27 3.75 0.12
H -5.11 6.09 1.70 0.12
H -4.41 4.61 -0.12 0.10
H -2.49 5.62 -1.37 0.11
H -2.83 6.52 -3.63 0.12
H -3.01 4.99 -5.56 0.12
H -2.86 2.54 -5.23 0.12
H -2.54 1.63 -2.97 0.11
```

The calculation puts the HOMO-LUMO gap at 5.45 eV. The net charge is +2. The calculation puts the LUMO energy at -5.47 eV.